Here is a molecular structure, C20H19ClFN5O2S in a non-equilibrium geometry from the OMol25 dataset. Energies are from ωB97M-V/def2-TZVPD.

Cartesian coordinates (Å):
O1 2.021 -2.745 -1.356
F1 3.273 1.437 4.375
Cl1 1.547 3.519 3.132
N1 -3.540 -3.897 3.259
N2 -3.543 -1.727 4.205
O2 0.685 3.776 -6.577
S1 -1.483 -4.610 1.427
C1 1.113 -2.381 -0.623
C2 -0.670 -2.187 1.832
C3 -0.366 -3.289 1.120
C4 0.398 -1.129 -0.917
C5 1.047 0.005 -1.447
C6 -4.059 -2.974 4.086
C7 -2.400 -3.607 2.596
C8 -2.462 -1.463 3.488
C9 1.589 -0.222 4.558
C10 0.289 -0.645 4.358
C11 -0.254 1.538 3.432
C12 1.984 1.088 4.240
C13 1.059 1.957 3.647
C14 -1.837 -2.380 2.690
C15 -0.663 0.259 3.778
N3 0.747 -3.358 0.274
N4 -1.976 -0.170 3.564
N5 0.139 1.256 -3.229
C16 0.261 1.226 -1.768
C17 1.727 2.849 -6.275
C18 -0.256 3.073 -5.800
C19 1.225 1.864 -3.983
C20 0.771 1.992 -5.429
H1 -0.081 -1.282 1.738
H2 -0.690 -1.099 -0.665
H3 2.131 -0.001 -1.569
H4 -4.920 -3.265 4.711
H5 2.381 -0.837 4.967
H6 0.005 -1.634 4.683
H7 -0.922 2.242 2.953
H8 1.342 -4.195 0.339
H9 -2.676 0.393 4.026
H10 -0.055 0.332 -3.568
H11 0.728 2.125 -1.356
H12 -0.754 1.066 -1.296
H13 2.077 2.365 -7.163
H14 2.578 3.322 -5.742
H15 -1.130 2.719 -6.365
H16 -0.589 3.575 -4.906
H17 1.496 2.872 -3.595
H18 2.100 1.222 -3.969
H19 0.611 1.027 -5.879

Cartesian forces, eV/Å:
O 0.837 0.834 -0.131
F -0.316 0.053 0.118
Cl 0.094 0.252 -0.021
N -0.046 -0.798 0.426
N -0.629 -0.698 0.224
O 0.186 0.953 -0.484
S -0.559 -0.045 0.396
C 1.214 -1.765 -1.994
C -0.560 0.038 0.356
C 0.111 0.608 0.827
C 0.322 2.809 -0.200
C -1.335 -3.185 2.474
C 1.529 -0.042 -1.308
C -1.278 -0.885 0.112
C -0.028 1.055 1.099
C 0.546 0.982 -0.055
C -0.344 1.272 -0.267
C 0.125 0.022 -0.033
C -1.012 -0.419 -0.801
C 0.477 -0.778 0.558
C 2.192 0.757 -1.642
C 1.601 -1.437 0.658
N -1.431 -0.487 1.178
N -1.324 0.796 0.222
N -0.399 1.421 0.597
C -0.887 -1.097 -0.007
C 0.176 0.139 0.439
C -0.503 -1.361 0.635
C -0.786 0.054 -0.332
C 1.050 0.532 0.041
H -0.147 -0.146 0.235
H 0.997 0.181 -0.313
H -0.254 -0.198 -0.197
H 0.476 0.315 -0.555
H -0.253 -0.276 0.067
H -0.148 -0.059 -0.149
H -0.152 -0.124 0.011
H -0.369 0.851 -0.543
H 0.051 0.251 -0.005
H -0.056 -0.298 -0.132
H -0.155 0.021 -0.307
H 0.913 0.590 -0.562
H 0.432 -0.235 -0.653
H -0.411 -0.230 -0.185
H 0.207 0.198 -0.006
H -0.263 0.659 0.231
H -0.316 -0.664 -0.019
H 0.667 0.053 0.028
H -0.239 -0.471 -0.027

Calculated total energy, hartree: -2155.96442
E_HOMO, eV: -8.55

Here is a molecular structure, C20H19ErN5O6S from the OMol25 dataset. Energies are from ωB97M-V/def2-TZVPD.

Cartesian coordinates (Å):
Er1 -0.652 -0.550 -0.273
O1 -1.690 2.485 2.805
C1 -1.304 1.816 1.779
O2 -1.320 0.586 1.684
C2 -0.766 2.635 0.644
C3 -0.730 4.018 0.588
C4 -0.165 4.603 -0.540
C5 0.349 3.794 -1.549
C6 0.264 2.423 -1.394
N1 -0.294 1.863 -0.324
C7 0.740 1.362 -2.351
O3 1.502 1.598 -3.353
O4 0.388 0.195 -2.125
H1 -2.009 1.924 3.538
H2 -1.125 4.617 1.398
H3 -0.121 5.682 -0.631
H4 0.794 4.247 -2.428
H5 1.793 2.517 -3.472
N2 -8.001 -1.292 -0.165
C8 -7.127 -0.298 -0.018
S1 -7.444 1.200 0.567
C9 -5.695 -0.586 -0.308
C10 -4.949 0.294 -1.100
C11 -3.602 0.101 -1.216
N3 -2.938 -0.900 -0.586
C12 -3.665 -1.769 0.141
C13 -5.030 -1.662 0.280
H6 -8.969 -1.122 0.069
H7 -7.781 -2.156 -0.633
H8 -5.435 1.127 -1.590
H9 -3.012 0.762 -1.843
H10 -3.126 -2.574 0.625
H11 -5.559 -2.382 0.891
O5 1.544 -8.159 0.846
C14 1.018 -7.495 1.967
N4 1.838 -6.399 2.449
C15 1.861 -5.119 2.021
O6 2.479 -4.232 2.578
C16 1.043 -4.693 0.809
C17 0.840 -5.407 -0.367
C18 0.210 -4.780 -1.444
C19 -0.171 -3.471 -1.323
N5 0.022 -2.766 -0.179
C20 0.622 -3.380 0.853
H12 2.186 -8.830 1.107
H13 0.860 -8.170 2.804
H14 0.049 -7.103 1.668
H15 2.483 -6.583 3.205
H16 1.188 -6.430 -0.458
H17 0.049 -5.304 -2.377
H18 -0.639 -2.950 -2.151
H19 0.817 -2.807 1.751

Cartesian forces, eV/Å:
Er -0.808 -0.005 0.253
O -0.085 0.069 0.057
C 0.138 0.129 0.022
O 0.189 -0.427 -0.322
C -0.096 0.062 0.260
C 0.003 0.101 0.055
C -0.015 0.071 0.021
C 0.085 0.080 -0.078
C 0.109 -0.037 -0.225
N 0.066 -0.133 -0.094
C -0.006 0.107 0.152
O 0.054 0.042 -0.191
O -0.139 -0.252 0.106
H -0.018 -0.005 -0.002
H 0.002 -0.009 -0.013
H 0.004 -0.042 0.004
H -0.027 -0.002 0.031
H -0.015 0.006 0.002
N 0.007 -0.066 -0.017
C -0.128 0.211 0.060
S 0.065 -0.122 -0.026
C 0.056 -0.082 -0.015
C -0.179 0.058 -0.023
C 0.164 -0.069 -0.055
N 0.416 0.203 -0.046
C 0.130 -0.077 -0.026
C -0.111 0.003 0.073
H -0.020 0.008 0.001
H 0.035 0.011 -0.006
H 0.003 -0.018 0.011
H 0.042 0.043 -0.024
H 0.022 -0.024 0.020
H -0.008 0.022 -0.020
O -0.049 0.179 0.031
C 0.086 -0.009 -0.126
N 0.092 0.060 -0.154
C -0.225 -0.028 0.203
O 0.089 -0.047 -0.046
C 0.175 -0.280 -0.069
C -0.031 0.004 0.025
C 0.118 -0.179 -0.048
C -0.032 0.080 0.144
N 0.020 0.163 -0.016
C -0.063 0.166 -0.008
H -0.013 0.019 0.014
H 0.006 -0.075 0.062
H -0.071 0.011 -0.034
H -0.009 0.037 0.035
H -0.004 -0.033 0.025
H 0.009 0.006 0.038
H -0.047 0.020 -0.077
H 0.015 0.051 0.061

Charge: +3
Relative energy (zero: lowest compared OMol25 entry of this formula, charge and spin), kJ/mol: 0.0
<S²>: 3.752
Calculated total energy, hartree: -2911.26744
E_HOMO (spin up / spin down), eV: -15.40 / -15.40
Spin multiplicity: 4

Here is 5 unconnected molecules or ions with the total composition C20H19F32O5S in a non-equilibrium geometry from the OMol25 dataset. Energies are from ωB97M-V/def2-TZVPD.

Cartesian coordinates (Å):
O1 -6.008 0.269 6.202
S1 -7.568 0.527 6.143
H1 -5.570 0.430 5.339
H2 -8.134 -0.506 5.459
H3 -7.782 1.667 5.433
C1 -2.006 -2.236 1.000
C2 -1.564 -3.202 2.118
C3 -2.639 -4.097 2.744
F1 -3.629 -3.386 3.335
F2 -2.075 -4.861 3.704
F3 -0.913 -2.498 3.072
F4 -0.659 -4.050 1.572
O2 -2.261 -0.870 1.352
C4 -3.479 -0.495 1.840
C5 -3.391 0.005 3.284
F5 -2.883 -0.914 4.106
F6 -4.664 0.302 3.745
F7 -4.383 -1.474 1.687
F8 -3.908 0.538 1.084
H4 -1.158 -2.167 0.329
H5 -2.813 -2.650 0.399
H6 -3.075 -4.760 1.993
H7 -2.771 0.899 3.348
C6 3.311 -0.624 -2.507
C7 3.470 -1.459 -3.793
C8 2.259 -1.575 -4.725
F9 1.200 -2.158 -4.125
F10 2.590 -2.346 -5.786
F11 3.933 -2.684 -3.467
F12 4.447 -0.854 -4.518
O3 3.041 -1.337 -1.296
C9 1.765 -1.694 -0.951
C10 1.589 -3.214 -0.916
F13 1.885 -3.769 -2.098
F14 0.300 -3.527 -0.629
F15 0.868 -1.074 -1.732
F16 1.563 -1.223 0.308
H8 4.281 -0.186 -2.342
H9 2.634 0.217 -2.641
H10 1.961 -0.591 -5.098
H11 2.240 -3.657 -0.159
C11 -3.028 1.777 -1.801
C12 -2.093 1.498 -2.996
C13 -1.505 2.711 -3.725
F17 -2.450 3.500 -4.262
F18 -0.721 2.273 -4.741
F19 -2.719 0.679 -3.862
F20 -1.021 0.806 -2.513
O4 -4.432 1.730 -2.023
C14 -5.117 2.824 -2.508
C15 -5.718 2.564 -3.891
F21 -4.767 2.225 -4.779
F22 -6.321 3.686 -4.336
F23 -4.351 3.925 -2.471
F24 -6.140 3.043 -1.653
H12 -2.859 0.961 -1.103
H13 -2.737 2.679 -1.261
H14 -0.884 3.305 -3.048
H15 -6.449 1.755 -3.842
C16 4.371 1.688 1.578
C17 4.999 1.042 0.329
C18 5.492 -0.403 0.454
F25 6.462 -0.536 1.373
F26 6.011 -0.793 -0.739
F27 5.980 1.838 -0.136
F28 4.016 1.038 -0.629
O5 5.178 2.538 2.378
C19 5.995 2.022 3.363
C20 7.476 2.257 3.063
F29 7.826 1.715 1.882
F30 8.226 1.678 4.024
F31 5.710 0.729 3.594
F32 5.696 2.686 4.496
H16 3.606 2.360 1.192
H17 3.834 0.959 2.185
H18 4.666 -1.073 0.701
H19 7.692 3.327 3.031

Cartesian forces, eV/Å:
O -0.558 0.373 -0.566
S -0.077 -0.099 2.008
H 0.393 -0.329 -0.173
H 0.296 0.541 -0.751
H 0.092 -0.578 -0.645
C 0.153 -0.042 -0.639
C 0.126 0.633 0.129
C 0.015 -0.571 0.172
F 0.035 0.207 -0.097
F 0.098 0.093 -0.065
F -0.125 -0.019 0.166
F -0.325 -0.169 0.140
O -0.079 -0.209 0.821
C 0.271 -0.596 -1.114
C 0.609 0.072 0.323
F -0.169 -0.131 -0.003
F -0.297 0.147 -0.028
F -0.320 0.030 0.412
F -0.148 0.412 0.193
H 0.140 0.056 0.082
H -0.173 -0.050 0.213
H -0.002 0.096 -0.069
H -0.184 0.129 -0.138
C -0.037 0.140 -0.130
C 0.089 -0.415 0.619
C -0.060 0.056 -0.585
F 0.063 0.043 0.217
F 0.127 0.040 0.086
F -0.112 -0.087 -0.070
F -0.135 0.268 -0.168
O -0.182 -0.634 -0.478
C 0.670 0.983 -0.384
C 0.099 -0.581 0.069
F -0.020 0.134 -0.117
F 0.087 0.262 -0.239
F -0.366 -0.302 0.030
F -0.186 -0.231 0.291
H 0.267 -0.149 -0.053
H -0.242 -0.164 -0.101
H 0.022 0.031 0.096
H -0.023 0.155 0.108
C 0.025 -0.081 0.603
C -0.653 -0.194 -0.130
C 0.476 0.140 -0.237
F -0.176 -0.068 0.109
F -0.002 -0.130 0.118
F 0.006 0.058 -0.135
F 0.093 0.210 0.226
O 0.187 0.024 -0.679
C 0.530 -0.146 0.747
C -0.274 -0.121 -0.390
F 0.147 0.022 0.082
F -0.037 0.094 0.150
F -0.016 0.159 -0.254
F -0.294 -0.009 -0.045
H 0.069 -0.128 -0.131
H 0.031 0.185 -0.251
H -0.056 -0.039 0.067
H -0.016 0.020 0.135
C -0.649 0.214 0.247
C 0.327 0.695 0.320
C -0.034 -0.459 -0.272
F -0.038 0.204 0.072
F -0.107 0.136 -0.039
F 0.099 -0.113 -0.056
F 0.089 0.152 0.514
O 0.570 -0.328 -0.380
C -0.882 -0.005 -0.096
C 0.463 0.165 -0.055
F -0.131 -0.076 -0.038
F -0.107 -0.020 0.128
F 0.254 -0.174 -0.008
F 0.168 0.165 0.166
H 0.074 0.042 -0.126
H 0.212 -0.224 -0.019
H -0.068 0.057 0.020
H -0.113 0.025 0.071

Charge: +1
Calculated total energy, hartree: -4743.27350
E_HOMO, eV: -13.15